Entry 1:
The following is a quantum chemistry calculation of a 8-piece molecular cluster, C44H111N7O16 overall, from the OMol25 dataset.

Bonds (Å) are listed after each position.
Positions of all 178 atoms, in Å:
1 C 4.0961 -5.3928 0.7842  O2 1.404, H10 1.104, H11 1.089, H12 1.090
2 O 2.9546 -4.6362 1.0921  C1 1.404, C3 1.412
3 C 2.0003 -4.5808 0.0529  O2 1.412, C4 1.489, H13 1.103, H14 1.099
4 C 0.8021 -3.8024 0.4705  C3 1.489, N5 1.497, H15 1.090, H16 1.099
5 N 0.0611 -4.3466 1.6514  C4 1.497, C6 1.487, H17 1.014
6 C -1.2299 -3.6111 1.7071  N5 1.487, C7 1.571, H18 1.091, H19 1.086
7 C -1.2763 -2.6244 2.9287  C6 1.571, O8 1.397, H20 1.098, H21 1.099
8 O 0.0006 -2.3151 3.4048  C7 1.397, C9 1.408
9 C 0.1504 -1.2646 4.3300  O8 1.408, H22 1.093, H23 1.094, H24 1.089
10 H 3.8564 -6.3939 0.3855  C1 1.104
11 H 4.5811 -5.7173 1.7038  C1 1.089
12 H 4.6759 -4.8765 0.0191  C1 1.090
13 H 1.7638 -5.6410 -0.1406  C3 1.103
14 H 2.3233 -4.2481 -0.9437  C3 1.099
15 H 0.1252 -3.6204 -0.3646  C4 1.090
16 H 1.0774 -2.7978 0.8219  C4 1.099
17 H 0.5583 -3.9618 2.4475  N5 1.014
18 H -1.9906 -4.3343 2.0062  C6 1.091
19 H -1.5438 -3.0824 0.8123  C6 1.086
20 H -1.9023 -3.0502 3.7235  C7 1.098
21 H -1.8979 -1.7752 2.6110  C7 1.099
22 H -0.7041 -1.1132 4.9952  C9 1.093
23 H 0.3247 -0.3380 3.7752  C9 1.094
24 H 1.0142 -1.4541 4.9653  C9 1.089
25 C -9.5879 4.4176 -3.7722  O26 1.408, H34 1.097, H35 1.095, H36 1.091
26 O -8.9022 3.1959 -3.9147  C25 1.408, C27 1.411
27 C -9.7584 2.2126 -4.4543  O26 1.411, C28 1.517, H37 1.101, H38 1.095
28 C -8.9527 1.0125 -4.9153  C27 1.517, N29 1.465, H39 1.096, H40 1.093
29 N -8.2348 0.4494 -3.7686  C28 1.465, C30 1.446, H41 1.013
30 C -7.2147 -0.4956 -4.1653  N29 1.446, C31 1.531, H42 1.090, H43 1.098
31 C -5.8856 0.1447 -4.5745  C30 1.531, O32 1.422, H44 1.095, H45 1.096
32 O -5.0968 0.4527 -3.4320  C31 1.422, C33 1.409
33 C -3.9045 1.1318 -3.7507  O32 1.409, H46 1.091, H47 1.104, H48 1.091
34 H -10.5369 4.3681 -3.2248  C25 1.097
35 H -9.7737 4.8176 -4.7748  C25 1.095
36 H -9.0063 5.1401 -3.1986  C25 1.091
37 H -10.2870 2.5595 -5.3552  C27 1.101
38 H -10.5313 1.9408 -3.7286  C27 1.095
39 H -8.3018 1.2761 -5.7569  C28 1.096
40 H -9.6822 0.2726 -5.2553  C28 1.093
41 H -7.8048 1.1945 -3.2340  N29 1.013
42 H -7.4554 -1.2329 -4.9307  C30 1.090
43 H -6.9472 -1.1122 -3.2968  C30 1.098
44 H -6.0325 1.0671 -5.1470  C31 1.095
45 H -5.3458 -0.5714 -5.2046  C31 1.096
46 H -3.1017 1.1314 -3.0115  C33 1.091
47 H -4.1826 2.1969 -3.6640  C33 1.104
48 H -3.4930 1.0403 -4.7570  C33 1.091
49 C 2.7403 -1.4630 -2.2295  O50 1.440, H58 1.091, H59 1.097, H60 1.087
50 O 3.7554 -2.4837 -2.2589  C49 1.440, C51 1.407
51 C 4.9600 -2.0227 -1.6978  O50 1.407, C52 1.543, H61 1.096, H62 1.097
52 C 6.1345 -2.4406 -2.6070  C51 1.543, N53 1.454, H63 1.091, H64 1.100
53 N 6.8677 -1.3691 -3.2628  C52 1.454, C54 1.459, H65 1.012
54 C 7.7126 -0.6379 -2.3239  N53 1.459, C55 1.510, H66 1.099, H67 1.099
55 C 8.0577 0.7521 -2.8036  C54 1.510, O56 1.420, H68 1.099, H69 1.095
56 O 8.9532 0.6218 -3.8985  C55 1.420, C57 1.407
57 C 9.3194 1.8631 -4.4508  O56 1.407, H70 1.097, H71 1.091, H72 1.097
58 H 1.8704 -2.0655 -2.4960  C49 1.091
59 H 3.0689 -0.8545 -3.0810  C49 1.097
60 H 2.5888 -0.8132 -1.3717  C49 1.087
61 H 5.1910 -2.3666 -0.6834  C51 1.096
62 H 4.9892 -0.9336 -1.5678  C51 1.097
63 H 5.7118 -3.1250 -3.3447  C52 1.091
64 H 6.8811 -3.0546 -2.0812  C52 1.100
65 H 7.4927 -1.5987 -4.0246  N53 1.012
66 H 8.6228 -1.0895 -1.9042  C54 1.099
67 H 7.0820 -0.4632 -1.4407  C54 1.099
68 H 8.5289 1.2989 -1.9752  C55 1.099
69 H 7.1516 1.3129 -3.0560  C55 1.095
70 H 8.5791 2.3941 -5.0623  C57 1.097
71 H 10.1611 1.6021 -5.0937  C57 1.091
72 H 9.6291 2.6384 -3.7396  C57 1.097
73 C -0.5532 5.2716 -0.0572  O74 1.396, H82 1.097, H83 1.089, H84 1.105
74 O 0.5461 5.8472 -0.6958  C73 1.396, C75 1.407
75 C 1.0646 6.9907 -0.0610  O74 1.407, C76 1.540, H85 1.102, H86 1.093
76 C 2.4756 6.7916 0.5240  C75 1.540, N77 1.440, H87 1.101, H88 1.092
77 N 2.4129 6.3813 1.9031  C76 1.440, C78 1.468, H89 1.011
78 C 3.6985 6.1729 2.5797  N77 1.468, C79 1.515, H90 1.089, H91 1.100
79 C 4.3508 4.9016 2.0767  C78 1.515, O80 1.422, H92 1.095, H93 1.093
80 O 5.2154 5.0707 0.9601  C79 1.422, C81 1.419
81 C 6.5738 5.0108 1.3670  O80 1.419, H94 1.089, H95 1.098, H96 1.091
82 H -0.3625 4.8573 0.9409  C73 1.097
83 H -1.0743 4.5854 -0.7238  C73 1.089
84 H -1.3360 6.0147 0.1817  C73 1.105
85 H 0.4969 7.3820 0.7983  C75 1.102
86 H 1.0142 7.8524 -0.7308  C75 1.093
87 H 2.9504 7.7650 0.3237  C76 1.101
88 H 2.9214 6.0086 -0.0925  C76 1.092
89 H 1.7801 6.9939 2.3994  N77 1.011
90 H 3.4815 6.1823 3.6469  C78 1.089
91 H 4.3289 7.0458 2.3542  C78 1.100
92 H 3.5491 4.2594 1.6974  C79 1.095
93 H 4.8130 4.3270 2.8830  C79 1.093
94 H 6.8059 4.2040 2.0608  C81 1.089
95 H 6.8331 5.9816 1.8100  C81 1.098
96 H 7.2313 4.9844 0.4972  C81 1.091
97 C -2.8482 -3.7537 -1.7142  O98 1.418, H106 1.093, H107 1.086, H108 1.098
98 O -2.4205 -5.1022 -1.8101  C97 1.418, C99 1.405
99 C -1.3185 -5.2882 -2.6611  O98 1.405, C100 1.518, H109 1.099, H110 1.101
100 C -0.7086 -6.6545 -2.4029  C99 1.518, N101 1.461, H111 1.092, H112 1.097
101 N 0.2886 -6.9887 -3.4163  C100 1.461, C102 1.454, H113 1.011
102 C 0.7174 -8.3778 -3.3867  N101 1.454, C103 1.524, H114 1.096, H115 1.094
103 C -0.3161 -9.3343 -3.9700  C102 1.524, O104 1.426, H116 1.094, H117 1.094
104 O 0.1223 -10.6549 -4.2816  C103 1.426, C105 1.426
105 C 0.7010 -10.7171 -5.5831  O104 1.426, H118 1.094, H119 1.091, H120 1.087
106 H -2.0289 -3.0832 -1.4440  C97 1.093
107 H -3.6759 -3.7421 -1.0112  C97 1.086
108 H -3.2311 -3.5042 -2.7120  C97 1.098
109 H -0.6116 -4.4496 -2.5990  C99 1.099
110 H -1.6758 -5.2885 -3.7023  C99 1.101
111 H -1.4908 -7.3914 -2.5959  C100 1.092
112 H -0.3904 -6.6851 -1.3533  C100 1.097
113 H 1.0669 -6.3454 -3.3690  N101 1.011
114 H 1.0028 -8.6833 -2.3739  C102 1.096
115 H 1.6036 -8.3975 -4.0281  C102 1.094
116 H -0.8737 -8.8780 -4.7939  C103 1.094
117 H -1.0456 -9.6105 -3.2023  C103 1.094
118 H 1.5040 -9.9861 -5.7148  C105 1.094
119 H -0.0931 -10.5189 -6.3046  C105 1.091
120 H 1.1709 -11.6833 -5.7500  C105 1.087
121 C 3.1827 2.3263 -0.7142  O122 1.402, H130 1.088, H131 1.097, H132 1.101
122 O 2.2710 1.2905 -0.4649  C121 1.402, C123 1.412
123 C 1.5637 1.4863 0.7415  O122 1.412, C124 1.564, H133 1.100, H134 1.094
124 C 0.6550 0.2204 0.8743  C123 1.564, N125 1.450, H135 1.094, H136 1.097
125 N 0.1050 -0.2170 -0.3942  C124 1.450, C126 1.459, H137 1.006
126 C -0.8321 0.7250 -0.9977  N125 1.459, C127 1.516, H138 1.101, H139 1.095
127 C -1.9959 1.0994 -0.1007  C126 1.516, O128 1.423, H140 1.095, H141 1.090
128 O -2.7831 0.0265 0.4024  C127 1.423, C129 1.400
129 C -3.7974 -0.4372 -0.4433  O128 1.400, H142 1.097, H143 1.093, H144 1.095
130 H 3.5067 2.3624 -1.7524  C121 1.088
131 H 4.0287 2.3110 -0.0161  C121 1.097
132 H 2.8353 3.3580 -0.5504  C121 1.101
133 H 0.9296 2.3625 0.5402  C123 1.100
134 H 2.1741 1.6022 1.6424  C123 1.094
135 H -0.0517 0.4003 1.6897  C124 1.094
136 H 1.3462 -0.4481 1.4015  C124 1.097
137 H 0.9192 -0.5593 -0.8768  N125 1.006
138 H -1.3037 0.0523 -1.7309  C126 1.101
139 H -0.4535 1.5326 -1.6322  C126 1.095
140 H -2.6151 1.8043 -0.6650  C127 1.095
141 H -1.7134 1.6584 0.7916  C127 1.090
142 H -4.6713 0.2251 -0.4721  C129 1.097
143 H -4.1984 -1.3623 -0.0219  C129 1.093
144 H -3.6145 -0.6882 -1.4932  C129 1.095
145 C -6.3163 3.5913 8.8352  O146 1.405, H154 1.091, H155 1.091, H156 1.097
146 O -5.6421 2.9792 7.7655  C145 1.405, C147 1.394
147 C -6.3680 1.9947 7.0977  O146 1.394, C148 1.541, H157 1.096, H158 1.102
148 C -5.7720 1.6098 5.7295  C147 1.541, N149 1.465, H159 1.098, H160 1.097
149 N -4.3625 2.0037 5.6644  C148 1.465, C150 1.448, H161 1.009
150 C -3.8594 2.1713 4.3165  N149 1.448, C151 1.517, H162 1.096, H163 1.096
151 C -2.4520 2.7337 4.2509  C150 1.517, O152 1.413, H164 1.098, H165 1.098
152 O -2.5618 4.1188 4.5098  C151 1.413, C153 1.409
153 C -1.3584 4.7518 4.8793  O152 1.409, H166 1.101, H167 1.098, H168 1.086
154 H -5.6378 3.6890 9.6844  C145 1.091
155 H -7.2420 3.0996 9.1388  C145 1.091
156 H -6.6011 4.6231 8.5930  C145 1.097
157 H -7.4507 2.1329 6.9959  C147 1.096
158 H -6.3175 1.0574 7.6759  C147 1.102
159 H -6.3110 1.9490 4.8348  C148 1.098
160 H -5.7244 0.5177 5.6444  C148 1.097
161 H -4.1754 2.7421 6.3258  N149 1.009
162 H -4.5136 2.7403 3.6464  C150 1.096
163 H -3.7924 1.1625 3.8928  C150 1.096
164 H -1.9449 2.4809 3.3101  C151 1.098
165 H -1.7797 2.2707 4.9851  C151 1.098
166 H -0.7833 4.8746 3.9490  C153 1.101
167 H -0.7115 4.1252 5.5073  C153 1.098
168 H -1.5424 5.6916 5.3904  C153 1.086
169 C 5.8400 1.1513 3.2904  C170 1.508, O172 1.430, H173 1.098, H174 1.095
170 C 6.0260 0.1411 4.3948  C169 1.508, O171 1.402, H175 1.100, H176 1.100
171 O 5.3935 0.4835 5.5986  C170 1.402, H177 0.959
172 O 4.4690 1.5516 3.2199  C169 1.430, H178 0.965
173 H 6.1851 0.7280 2.3374  C169 1.098
174 H 6.4768 2.0394 3.3540  C169 1.095
175 H 7.0507 -0.2457 4.5007  C170 1.100
176 H 5.6679 -0.8368 4.0398  C170 1.100
177 H 6.0028 0.7857 6.2750  O171 0.959
178 H 4.1054 0.8624 2.6500  O172 0.965

- Relative energy (zero: lowest compared OMol25 entry of this formula, charge and spin): 4.391 eV
- Charge: 0
- Frontier orbital gap: 8.54 eV
- HOMO level: -8.163 eV
- M: 994.40 Da



Entry 2:
The following is a quantum chemistry calculation of a 10-piece molecular cluster, C42H48Br6O16S2 overall, from the OMol25 dataset.

Bonds (Å) are listed after each position.
Positions of all 114 atoms, in Å:
1 Br -3.4264 0.4802 -3.4479  C2 2.000
2 C -4.2836 0.4800 -5.2553  Br1 2.000, C3 1.472, H5 1.090, H6 1.090
3 C -4.4826 1.8397 -5.7825  C2 1.472, Br4 1.957, H7 1.090, H8 1.090
4 Br -6.1324 2.4538 -4.9271  C3 1.957
5 H -5.2142 -0.0850 -5.2023  C2 1.090
6 H -3.5417 -0.0941 -5.8102  C2 1.090
7 H -4.7121 1.6961 -6.8383  C3 1.090
8 H -3.5925 2.4446 -5.6096  C3 1.090
9 Br -2.4800 -1.2894 5.0005  C10 1.969
10 C -1.4351 0.0074 3.9496  Br9 1.969, C11 1.557, H13 1.090, H14 1.090
11 C -1.2211 1.3765 4.6595  C10 1.557, Br12 1.985, H15 1.090, H16 1.090
12 Br 0.0501 2.5534 3.6905  C11 1.985
13 H -2.0639 0.1986 3.0801  C10 1.090
14 H -0.5311 -0.4288 3.5246  C10 1.090
15 H -0.7505 1.2834 5.6382  C11 1.090
16 H -2.1793 1.8693 4.8242  C11 1.090
17 Br 4.6804 -3.4820 1.0907  C18 1.972
18 C 5.5148 -4.0705 2.7778  Br17 1.972, C19 1.537, H21 1.090, H22 1.090
19 C 6.9506 -4.5395 2.4924  C18 1.537, Br20 1.967, H23 1.090, H24 1.090
20 Br 7.6089 -5.3704 4.1489  C19 1.967
21 H 4.8645 -4.7802 3.2892  C18 1.090
22 H 5.5458 -3.1170 3.3050  C18 1.090
23 H 7.7084 -3.8362 2.1472  C19 1.090
24 H 6.8400 -5.2879 1.7077  C19 1.090
25 O -6.2199 4.2737 -0.7504  S26 1.475
26 S -4.7991 3.8805 -0.7174  O25 1.475, O27 1.466, O28 1.745, C31 1.858
27 O -3.9576 4.4659 0.3304  S26 1.466
28 O -4.7184 2.1427 -0.5781  S26 1.745, C29 1.386
29 C -5.3184 1.5290 0.5103  O28 1.386, C30 1.582, H32 1.090, H33 1.090
30 C -4.9837 2.2613 1.8721  C29 1.582, H34 1.090, H35 1.090, H36 1.090
31 C -4.0716 4.1233 -2.4092  S26 1.858, H37 1.090, H38 1.090, H39 1.090
32 H -4.9631 0.5050 0.6251  C29 1.090
33 H -6.3960 1.4302 0.3796  C29 1.090
34 H -5.4532 3.2411 1.9595  C30 1.090
35 H -3.9058 2.3775 1.9852  C30 1.090
36 H -5.3254 1.7444 2.7688  C30 1.090
37 H -3.1790 4.7489 -2.4032  C31 1.090
38 H -4.8783 4.6299 -2.9391  C31 1.090
39 H -4.0060 3.1521 -2.8997  C31 1.090
40 O 1.8055 0.5864 -0.2518  S41 1.450
41 S 1.4471 -0.4039 0.7452  O40 1.450, O42 1.446, O43 1.651, C46 1.867
42 O 2.0893 -0.3681 2.0400  S41 1.446
43 O -0.1887 -0.2483 0.9103  S41 1.651, C44 1.413
44 C -0.9557 0.0533 -0.2376  O43 1.413, C45 1.519, H47 1.090, H48 1.090
45 C -1.3899 1.5080 -0.2737  C44 1.519, H49 1.090, H50 1.090, H51 1.090
46 C 1.4859 -2.1011 -0.0327  S41 1.867, H52 1.090, H53 1.090, H54 1.090
47 H -1.8281 -0.5386 0.0390  C44 1.090
48 H -0.5020 -0.3111 -1.1593  C44 1.090
49 H -1.7281 1.8398 0.7080  C45 1.090
50 H -2.1855 1.6633 -1.0023  C45 1.090
51 H -0.6303 2.2562 -0.5004  C45 1.090
52 H 0.9058 -2.8596 0.4929  C46 1.090
53 H 2.4586 -2.5127 -0.3022  C46 1.090
54 H 0.9195 -1.7507 -0.8956  C46 1.090
55 C 3.1048 -6.7549 1.5824  C56 1.358, C61 1.433, H63 1.080
56 C 3.6183 -7.8981 2.1054  C55 1.358, C57 1.475, H64 1.080
57 C 3.0208 -8.6374 3.2338  C56 1.475, O58 1.204, C59 1.508
58 O 3.2866 -9.7514 3.6047  C57 1.204
59 C 1.9084 -7.8415 3.8691  C57 1.508, C60 1.380, H65 1.080
60 C 1.4254 -6.6428 3.3852  C59 1.380, C61 1.523, H66 1.080
61 C 1.9299 -6.0872 2.0601  C55 1.433, C60 1.523, O62 1.233
62 O 1.3572 -5.0997 1.5931  C61 1.233
63 H 3.6069 -6.3153 0.7333  C55 1.080
64 H 4.4888 -8.3718 1.6761  C56 1.080
65 H 1.5032 -8.2517 4.7824  C59 1.080
66 H 0.5497 -6.2290 3.8630  C60 1.080
67 C -1.0629 5.2972 1.5121  C68 1.351, C73 1.488, H75 1.080
68 C -0.1481 4.9417 0.5831  C67 1.351, C69 1.448, H76 1.080
69 C 0.2976 5.8275 -0.4722  C68 1.448, O70 1.193, C71 1.452
70 O 1.3070 5.6436 -1.0810  C69 1.193
71 C -0.6188 6.9321 -0.6897  C69 1.452, C72 1.359, H77 1.080
72 C -1.5117 7.2765 0.2754  C71 1.359, C73 1.438, H78 1.080
73 C -1.6309 6.6706 1.5738  C67 1.488, C72 1.438, O74 1.218
74 O -2.1637 7.0945 2.5835  C73 1.218
75 H -1.3708 4.6287 2.3024  C67 1.080
76 H 0.3175 3.9689 0.6396  C68 1.080
77 H -0.6918 7.5550 -1.5690  C71 1.080
78 H -2.1726 8.1123 0.0991  C72 1.080
79 C 4.6076 1.1518 2.1629  C80 1.349, C85 1.458, H87 1.080
80 C 3.8554 2.2709 2.2090  C79 1.349, C81 1.467, H88 1.080
81 C 3.6285 3.2313 1.1236  C80 1.467, O82 1.256, C83 1.456
82 O 2.9134 4.2620 1.1739  C81 1.256
83 C 4.3054 2.7871 -0.0870  C81 1.456, C84 1.350, H89 1.080
84 C 5.0934 1.6918 -0.0597  C83 1.350, C85 1.430, H90 1.080
85 C 5.3013 0.7098 0.9594  C79 1.458, C84 1.430, O86 1.245
86 O 5.9480 -0.3488 0.8580  C85 1.245
87 H 4.6486 0.4546 2.9867  C79 1.080
88 H 3.3411 2.5751 3.1086  C80 1.080
89 H 4.0991 3.4509 -0.9136  C83 1.080
90 H 5.5973 1.5594 -1.0057  C84 1.080
91 C 3.3481 3.1455 -3.6342  C92 1.397, C97 1.459, H99 1.080
92 C 2.1799 2.7506 -2.9786  C91 1.397, C93 1.511, H100 1.080
93 C 1.0949 2.0167 -3.7318  C92 1.511, O94 1.213, C95 1.416
94 O 0.0167 1.7324 -3.2535  C93 1.213
95 C 1.3694 1.9486 -5.1195  C93 1.416, C96 1.320, H101 1.080
96 C 2.4546 2.3634 -5.7468  C95 1.320, C97 1.504, H102 1.080
97 C 3.6174 3.0294 -5.0640  C91 1.459, C96 1.504, O98 1.224
98 O 4.7008 3.2962 -5.5661  C97 1.224
99 H 4.1466 3.6976 -3.1610  C91 1.080
100 H 2.1757 2.7068 -1.8995  C92 1.080
101 H 0.6987 1.4495 -5.8031  C95 1.080
102 H 2.5210 2.0182 -6.7680  C96 1.080
103 C -3.1101 -4.1314 -1.6816  C104 1.318, C109 1.478, H111 1.080
104 C -3.8477 -5.2175 -1.7967  C103 1.318, C105 1.511, H112 1.080
105 C -3.6928 -6.4611 -0.9523  C104 1.511, O106 1.185, C107 1.525
106 O -4.1655 -7.5413 -1.0749  C105 1.185
107 C -2.7439 -6.1594 0.2026  C105 1.525, C108 1.335, H113 1.080
108 C -2.1480 -4.9900 0.4485  C107 1.335, C109 1.457, H114 1.080
109 C -2.2316 -3.9007 -0.5155  C103 1.478, C108 1.457, O110 1.243
110 O -1.6106 -2.8484 -0.2897  C109 1.243
111 H -3.2119 -3.2471 -2.2933  C103 1.080
112 H -4.5413 -5.2463 -2.6241  C104 1.080
113 H -2.5500 -7.0034 0.8480  C107 1.080
114 H -1.4048 -4.8926 1.2260  C108 1.080

- Charge: 0
- Frontier orbital gap: 7.51 eV
- HOMO level: -9.687 eV
- M: 1352.39 Da



Strongest force on any atom / eV/A: 2.821, 4.352